Record 1
This record from the OMol25 dataset describes a structure of composition C3H10N5 in a non-equilibrium geometry. The level of theory is ωB97M-V/def2-TZVPD.

```
18
Properties=species:S:1:pos:R:3:forces:R:3:lowdin_charge:R:1
C -1.258843 -0.714614 0.384691 2.2 0.4 0.7 -0.063
C -2.105899 -1.432744 1.273427 -3.5 -1.1 -0.2 -0.039
C 1.535218 -0.321003 2.281450 -1.2 -3.8 -1.6 -0.034
N -1.002901 -0.213853 -0.679608 -0.1 0.0 0.7 0.117
N 0.226958 0.321589 -0.905481 -0.8 2.3 -4.8 -0.128
N 1.150315 0.252730 -0.064368 0.6 -1.1 4.5 0.015
N 0.835871 -0.354638 1.004022 -1.9 0.0 -2.1 -0.039
N 0.599374 1.654214 -3.124127 -3.2 1.2 -1.0 0.118
H -1.998240 -1.132719 2.338058 -0.1 -0.4 -0.9 0.106
H -2.052965 -2.521929 1.073935 0.7 0.4 0.6 0.105
H -3.260316 -1.327622 0.920024 2.6 0.5 0.8 0.169
H 2.450629 0.110208 2.239081 2.9 1.4 -0.4 0.046
H 0.878671 0.284130 2.807386 -1.0 0.6 2.1 0.065
H 1.677825 -1.425442 2.565507 -0.5 1.9 0.3 0.128
H -0.182332 2.001781 -3.800487 1.5 -0.8 1.9 0.156
H 0.327656 1.182009 -1.927181 -0.2 -2.4 -0.3 0.111
H 0.941744 2.465898 -2.656010 1.1 1.1 -0.6 0.077
H 1.237236 1.172002 -3.730319 0.8 -0.2 0.3 0.091
```
Forces are in eV/Å.

energy relative to the best compared isomer or geometry (same formula, charge and spin): 113.3 kcal/mol
LUMO energy: -3.5 eV
total charge: +1
calculated total energy: -10712.5082 eV
HOMO level: -13.2957 eV


Record 2
This record from the OMol25 dataset describes the ion C3H10N5 with charge +1 in a non-equilibrium geometry. The level of theory is ωB97M-V/def2-TZVPD.

```
18
Properties=species:S:1:pos:R:3:forces:R:3:lowdin_charge:R:1
H 2.031726 -2.148010 1.268818 0.4 -1.1 1.0 0.052
N 1.331208 -1.721679 0.707968 0.0 0.5 -0.4 0.135
C 1.847380 -0.659673 0.288697 1.2 1.6 -0.1 -0.193
C 1.068732 0.249109 -0.659920 -0.1 0.1 1.8 -0.360
N 1.052148 1.614935 -0.148773 -0.4 0.0 -1.0 0.061
N -0.339770 -0.116697 -0.790980 -0.3 -0.6 -0.2 0.095
C -1.388540 -0.145615 0.095720 1.0 2.5 0.7 -0.410
N -1.466177 0.726603 1.134837 0.9 0.9 -0.8 0.189
N -2.355249 -0.939032 -0.260043 -0.7 -1.8 -1.3 0.219
H 2.914586 -0.221515 0.564791 -2.0 -1.1 -0.5 0.163
H 1.513350 0.099848 -1.654826 -0.2 0.3 0.1 0.156
H 1.857852 1.968128 0.333680 0.6 -0.3 0.1 0.088
H 0.917581 2.156386 -0.988145 -0.1 0.9 0.2 0.096
H -0.480555 -0.687616 -1.611456 -0.2 -0.1 0.2 0.144
H -0.787225 1.541677 1.010801 -1.0 -1.5 0.5 0.132
H -2.323427 0.901295 1.699232 1.0 -0.6 -0.9 0.149
H -3.290094 -1.115301 0.071248 0.2 0.6 0.6 0.149
H -2.103524 -1.502836 -1.061657 -0.4 -0.3 0.3 0.134
```
Forces are in eV/Å.

energy relative to the best compared isomer or geometry (same formula, charge and spin): 0.0 kcal/mol
LUMO energy: -2.9 eV
total charge: +1
structure (SMILES): [H]/N=C/[C@H](N)NC(N)=[NH2+]
calculated total energy: -10717.4222 eV
HOMO level: -14.0310 eV


Record 3
This record from the OMol25 dataset describes an isolated molecule of C3H10N6 in a non-equilibrium geometry. The level of theory is ωB97M-V/def2-TZVPD.

```
19
Properties=species:S:1:pos:R:3:forces:R:3:lowdin_charge:R:1
N 1.577696 2.173846 0.108229 1.5 -0.5 0.9 0.038
N 1.794592 0.780704 0.001079 -1.1 1.3 -0.6 -0.037
C 0.645407 0.032894 0.102000 1.1 -2.3 -1.0 -0.449
N -0.498742 0.529243 -0.063536 -2.0 0.4 0.3 0.077
N -1.569714 -0.450137 -0.240385 0.4 0.8 1.0 -0.111
C -2.788447 0.226795 -0.627082 -0.9 1.0 -2.5 -0.208
C -2.716899 -0.295342 0.727744 0.6 0.7 1.0 -0.138
N 0.964790 -1.314283 0.234352 -1.7 0.5 0.6 -0.070
N 2.156627 -1.819458 -0.223855 2.9 1.2 0.1 -0.017
H 1.508350 2.512301 -0.805516 0.0 0.7 -1.7 0.054
H 0.674952 2.265303 0.485060 -1.5 0.5 0.8 0.036
H 2.442360 0.489604 0.670586 1.3 -0.3 1.1 0.090
H -3.296631 -0.258984 -1.530005 0.4 0.7 1.7 0.120
H -2.761431 1.361166 -0.680655 0.2 -1.6 -0.1 0.116
H -2.637895 0.476067 1.527852 0.3 -0.6 -0.8 0.110
H -3.214493 -1.175412 1.084858 0.0 -0.5 -0.2 0.082
H 0.205719 -1.924550 0.035131 -0.7 -0.3 0.0 0.103
H 2.373676 -1.405512 -1.169274 -0.1 -0.5 1.2 0.102
H 2.888284 -1.425462 0.454816 -1.0 -1.2 -1.6 0.101
```
Forces are in eV/Å.

energy relative to the best compared isomer or geometry (same formula, charge and spin): 57.5 kcal/mol
LUMO energy: 1.0 eV
total charge: 0
structure (SMILES): NNC(=NN1CC1)NN
calculated total energy: -12209.6719 eV
HOMO level: -8.6592 eV


Q: Which formula does entry 3 have?
A: C3H10N6


Q: Look up the calculated total energy of the third one.
A: -12209.6719 eV


Q: Look up the calculated total energy of the third one.
A: -12209.6719 eV